[1]
Formula: C70H59As2N4O6P2W
Source: the OMol25 dataset
Level of theory: wB97M-V/def2-TZVPD

Geometry as XYZ:
```
144
Properties=species:S:1:pos:R:3:forces:R:3:mulliken_charge:R:1
W -0.516 -0.485 -0.070 -0.066 0.116 -1.917 0.799
O -3.929 -0.800 -2.627 0.134 0.022 0.135 -0.639
C -2.767 -1.002 -2.104 0.590 -0.503 -0.189 0.227
O -2.336 -0.362 -1.125 -0.712 0.047 -0.317 1.173
C -1.855 -2.021 -2.680 -0.414 0.441 0.411 -0.785
C -2.030 -2.702 -3.858 0.334 -0.255 -0.211 -0.421
C -0.933 -3.437 -4.333 -0.269 0.153 0.095 -1.311
C 0.264 -3.380 -3.644 0.054 0.040 0.151 -0.708
C 0.317 -2.678 -2.438 0.022 -0.219 -0.057 0.037
N -0.742 -2.072 -1.939 0.055 0.506 0.054 0.953
C 1.608 -2.384 -1.721 -0.235 -0.025 -0.244 -0.360
O 2.639 -2.296 -2.312 0.025 -0.031 0.102 -0.500
O 0.739 -0.167 -1.504 0.519 -0.189 -0.284 0.110
H -4.393 -0.057 -2.183 -0.025 0.073 0.031 0.270
H -2.963 -2.643 -4.401 0.014 0.019 -0.031 0.731
H -1.010 -3.996 -5.256 0.002 0.010 -0.011 0.569
H 1.165 -3.843 -4.022 -0.004 -0.020 0.004 0.680
C -3.414 -1.700 1.595 -0.042 0.062 -0.051 -1.592
C -2.969 -0.554 2.498 0.016 -0.076 0.054 -1.969
As -2.356 0.924 1.380 -0.540 -0.900 0.239 2.057
C -4.032 1.377 0.527 0.061 0.312 -0.243 1.113
C -5.241 1.178 1.182 -0.074 0.054 -0.090 -1.018
C -6.438 1.489 0.542 0.008 -0.043 0.086 -0.837
C -6.439 2.015 -0.739 0.054 0.014 -0.059 -0.856
C -5.229 2.274 -1.381 0.000 -0.052 0.043 -0.458
C -4.037 1.955 -0.743 -0.013 0.086 0.084 -0.111
C -2.048 2.326 2.623 0.429 0.101 -0.128 0.851
C -1.496 2.023 3.865 0.004 0.191 0.043 -0.662
C -1.349 3.041 4.797 0.035 -0.049 -0.042 -0.892
C -1.729 4.338 4.478 0.020 0.006 0.003 -0.751
C -2.250 4.633 3.225 -0.004 0.002 -0.047 -0.760
C -2.405 3.627 2.282 -0.051 0.042 0.247 -0.319
As -1.813 -2.620 0.934 -0.596 0.411 1.033 1.989
C -2.524 -4.122 0.000 0.047 0.018 -0.326 1.008
C -1.960 -5.381 0.181 -0.138 -0.076 -0.117 -0.602
C -2.524 -6.473 -0.468 0.057 0.015 0.038 -0.948
C -3.632 -6.306 -1.287 -0.022 -0.007 -0.024 -0.811
C -4.190 -5.046 -1.467 0.043 0.047 0.015 -0.911
C -3.633 -3.948 -0.828 -0.013 -0.198 0.015 -0.504
C -1.200 -3.332 2.624 0.122 -0.200 -0.063 1.133
C -2.163 -4.015 3.370 0.134 -0.114 0.039 -1.067
C -1.824 -4.560 4.599 -0.057 -0.001 -0.008 -0.917
C -0.528 -4.441 5.084 0.019 0.001 -0.007 -0.666
C 0.434 -3.786 4.332 -0.041 0.000 -0.026 -1.200
C 0.102 -3.229 3.103 0.021 0.044 0.079 -0.614
H -4.014 -1.334 0.760 -0.015 -0.080 -0.020 0.773
H -4.010 -2.445 2.117 -0.001 0.018 0.103 0.928
H -2.142 -0.870 3.134 -0.001 0.084 0.061 0.628
H -3.756 -0.190 3.156 -0.080 -0.049 -0.038 0.839
H -5.282 0.803 2.194 0.010 -0.071 0.022 0.426
H -7.374 1.324 1.059 0.000 0.004 0.000 0.485
H -7.375 2.250 -1.228 0.001 0.023 0.002 0.486
H -5.218 2.747 -2.355 -0.001 0.004 -0.006 0.579
H -3.095 2.195 -1.219 -0.107 -0.059 0.070 -0.695
H -1.189 1.017 4.118 -0.010 -0.029 -0.011 0.355
H -0.936 2.819 5.772 -0.008 0.012 0.006 0.464
H -1.618 5.125 5.212 -0.002 0.005 0.002 0.453
H -2.544 5.646 2.983 0.023 0.007 0.000 0.385
H -2.831 3.859 1.313 -0.057 -0.085 0.054 0.528
H -1.119 -5.528 0.848 -0.021 0.014 0.034 0.465
H -2.105 -7.459 -0.319 -0.005 -0.002 -0.006 0.482
H -4.074 -7.164 -1.775 0.003 -0.005 -0.003 0.466
H -5.067 -4.923 -2.088 -0.002 -0.010 -0.002 0.534
H -4.094 -2.975 -0.953 -0.052 -0.012 0.067 0.249
H -3.165 -4.174 2.995 -0.047 0.051 -0.025 0.401
H -2.574 -5.087 5.173 0.005 -0.008 -0.003 0.482
H -0.270 -4.870 6.043 0.004 -0.006 0.000 0.470
H 1.450 -3.707 4.696 0.002 0.019 0.011 0.525
H 0.869 -2.723 2.541 -0.031 0.006 0.009 0.881
O 0.028 -0.721 1.729 0.239 0.115 0.463 -0.554
O 0.578 0.478 1.133 0.076 -0.130 0.217 -0.432
C -0.686 3.804 -0.759 -0.540 -0.049 -0.028 -0.926
P -0.293 2.105 -1.238 1.387 -0.124 0.489 2.125
C -0.497 1.971 -3.026 -0.291 -0.039 -0.064 1.524
C 0.601 2.031 -3.883 -0.007 0.079 0.023 -1.138
C 0.419 1.999 -5.256 -0.008 -0.015 -0.006 -1.176
C -0.859 1.914 -5.792 0.024 0.014 -0.019 -0.956
C -1.960 1.860 -4.950 0.017 -0.028 0.031 -0.739
C -1.780 1.885 -3.574 0.008 -0.053 -0.057 -0.173
C 1.463 1.900 -0.822 -0.162 -0.204 -0.069 -0.994
C 1.957 0.552 -1.297 -0.254 0.440 -0.008 -0.402
C 3.002 -0.186 -0.417 -0.002 -0.021 0.118 -0.378
C 3.679 0.754 0.550 0.002 -0.032 -0.008 -1.364
C 3.308 2.017 0.757 -0.121 0.020 -0.089 -1.553
C 2.092 2.562 0.148 0.228 0.115 0.058 -0.337
P -0.034 5.186 -1.887 -0.229 0.075 -0.023 -0.073
C -0.801 6.606 -1.003 0.005 -0.095 -0.002 0.299
C -0.317 7.868 -1.357 -0.008 0.003 -0.031 -0.601
C -0.824 9.012 -0.767 0.007 0.012 -0.022 -0.679
C -1.837 8.922 0.180 -0.013 0.020 -0.007 -0.689
C -2.342 7.680 0.522 0.034 -0.052 -0.040 -0.622
C -1.829 6.529 -0.068 0.000 0.037 0.003 0.146
C 1.710 5.410 -1.418 0.040 -0.063 0.039 0.477
C 2.135 5.921 -0.191 -0.062 0.002 0.083 -0.120
C 3.485 6.068 0.079 0.028 -0.034 -0.067 -0.709
C 4.428 5.713 -0.884 -0.024 0.012 0.046 -0.579
C 4.017 5.227 -2.115 -0.036 -0.019 -0.014 -0.748
C 2.659 5.085 -2.383 0.077 -0.029 -0.002 -0.372
H -0.512 3.943 0.312 0.100 0.004 -0.031 1.253
H -1.766 3.906 -0.924 0.002 0.018 0.127 0.498
H 1.599 2.154 -3.491 0.055 0.007 0.069 0.503
H 1.279 2.055 -5.910 -0.001 0.024 -0.001 0.561
H -0.996 1.915 -6.865 0.000 -0.025 -0.002 0.474
H -2.958 1.817 -5.364 -0.009 0.008 -0.004 0.558
H -2.657 1.867 -2.941 0.074 -0.001 -0.080 0.123
H 2.393 0.653 -2.290 0.005 -0.065 -0.048 0.883
H 3.777 -0.516 -1.110 -0.006 -0.023 0.003 0.897
H 4.535 0.359 1.084 0.008 0.008 -0.007 0.447
H 3.857 2.640 1.449 0.006 0.019 -0.007 0.604
H 1.699 3.482 0.552 0.001 0.067 0.005 0.630
H 0.467 7.959 -2.101 0.026 -0.004 0.026 0.435
H -0.432 9.980 -1.049 0.000 0.000 -0.006 0.434
H -2.234 9.817 0.638 0.006 0.002 0.004 0.401
H -3.140 7.604 1.249 -0.027 0.000 -0.011 0.456
H -2.256 5.577 0.220 0.032 0.015 -0.003 0.306
H 1.404 6.221 0.553 -0.003 0.010 -0.014 0.476
H 3.808 6.479 1.026 -0.001 -0.001 0.005 0.454
H 5.483 5.844 -0.680 0.003 -0.003 0.005 0.459
H 4.748 4.982 -2.874 0.000 0.010 -0.005 0.492
H 2.333 4.744 -3.359 0.005 -0.022 0.002 0.529
N 4.959 -5.832 0.757 0.122 0.027 0.118 0.005
C 6.235 -6.203 1.157 -0.069 -0.247 -0.238 0.758
C 6.916 -7.420 1.102 -0.088 0.112 0.011 -1.051
C 8.203 -7.419 1.590 0.106 0.057 0.065 -0.451
C 8.799 -6.252 2.110 -0.060 -0.104 -0.022 -0.521
C 8.123 -5.054 2.143 0.006 0.016 0.039 -0.771
C 6.819 -5.036 1.644 -0.070 0.361 0.071 0.543
N 5.925 -3.972 1.538 0.234 -0.216 0.047 -0.651
C 4.858 -4.487 1.006 -0.331 0.038 -0.016 -0.632
C 3.660 -3.685 0.709 0.050 -0.130 0.002 0.499
C 2.336 -4.294 0.593 0.061 -0.066 0.042 -0.426
C 1.287 -3.614 0.141 0.132 0.153 0.075 -1.065
N 1.423 -2.216 -0.296 0.103 0.111 0.129 1.426
C 2.567 -1.481 0.360 0.021 0.111 -0.079 0.097
C 3.761 -2.364 0.571 0.035 0.080 -0.040 -0.907
H 4.298 -6.421 0.284 0.008 0.010 -0.028 0.192
H 6.470 -8.315 0.690 -0.023 -0.012 0.034 0.384
H 8.774 -8.337 1.577 0.005 0.003 -0.009 0.404
H 9.810 -6.306 2.491 0.010 -0.007 -0.012 0.404
H 8.575 -4.157 2.542 0.001 0.010 -0.026 0.443
H 2.187 -5.321 0.905 0.000 -0.004 -0.031 0.652
H 0.319 -4.063 -0.029 -0.028 0.026 0.025 0.237
H 2.188 -1.181 1.341 -0.017 -0.042 -0.018 0.512
H 4.737 -1.901 0.668 -0.008 0.004 -0.011 0.694
```
Positions in Å, forces in eV/Å.

The multiplicity is 1. As for the net charge: +3.

[2]
Formula: C20H19NO7
Source: the OMol25 dataset
Level of theory: wB97M-V/def2-TZVPD

Geometry as XYZ:
```
47
Properties=species:S:1:pos:R:3:forces:R:3:mulliken_charge:R:1
C -4.873 -3.012 0.116 0.095 -0.292 0.011 -0.884
O -5.543 -1.777 0.070 -0.034 0.693 -0.026 -0.504
C -4.777 -0.633 0.027 -0.189 0.065 -0.001 1.240
C -3.401 -0.588 0.020 -0.121 0.006 0.003 -0.288
C -2.719 0.635 -0.025 -0.670 0.061 0.001 -0.090
C -1.253 0.602 -0.030 0.658 -0.145 -0.010 0.809
C -0.470 1.780 -0.061 0.306 -0.054 0.001 -0.845
C 0.898 1.681 -0.061 -0.182 -0.240 0.030 0.720
C 1.736 2.919 -0.127 -0.092 0.510 0.164 0.304
O 1.973 3.639 0.807 -0.069 -0.024 0.013 -0.566
O 2.113 3.192 -1.379 0.010 -0.064 -0.532 -0.455
C 1.504 0.409 -0.013 -0.359 -0.018 -0.015 0.320
C 2.908 0.224 0.028 0.472 -0.263 0.065 0.969
O 3.708 1.355 0.119 -0.280 -0.660 -0.352 -0.542
C 4.131 1.637 1.443 0.095 0.071 0.445 -0.970
C 3.439 -1.048 -0.016 0.165 0.270 -0.102 0.849
O 4.759 -1.369 -0.052 -0.423 0.030 0.314 -0.476
C 5.668 -0.478 -0.667 0.317 0.180 -0.216 -0.801
C 2.557 -2.180 -0.007 -0.125 -0.035 -0.009 0.770
O 3.196 -3.373 -0.021 0.099 0.414 0.008 -0.437
C 2.419 -4.546 -0.008 -0.166 -0.200 0.001 -0.943
C 1.199 -2.009 0.014 0.306 -0.276 -0.012 -0.525
C 0.638 -0.714 -0.007 0.717 0.464 0.029 -1.782
N -0.694 -0.593 -0.014 -0.483 0.123 0.006 -0.613
C -3.461 1.811 -0.062 0.247 -0.236 0.008 -0.790
C -4.844 1.774 -0.056 -0.352 -0.232 0.010 -1.051
C -5.516 0.564 -0.012 0.270 -0.153 0.003 0.212
O -6.871 0.535 -0.006 -0.048 -0.041 0.003 -0.618
H -4.254 -3.162 -0.774 -0.010 0.010 0.040 0.337
H -5.654 -3.770 0.147 0.107 0.007 -0.001 0.241
H -4.249 -3.093 1.011 -0.010 0.007 -0.041 0.338
H -2.802 -1.483 0.048 -0.020 -0.123 0.003 0.695
H -0.931 2.753 -0.095 -0.051 0.094 -0.001 0.457
H 2.664 3.990 -1.396 -0.101 -0.080 0.264 0.399
H 4.580 0.759 1.916 0.030 0.010 -0.087 0.423
H 3.293 1.988 2.054 0.072 -0.039 -0.067 0.378
H 4.869 2.433 1.361 -0.016 -0.019 0.066 0.242
H 5.221 0.012 -1.535 0.016 -0.037 0.043 0.336
H 6.509 -1.094 -0.985 -0.044 0.063 0.010 0.294
H 6.027 0.285 0.028 -0.057 -0.046 -0.054 0.245
H 1.769 -4.606 -0.887 0.016 0.016 0.037 0.367
H 1.809 -4.612 0.899 0.012 0.015 -0.036 0.361
H 3.131 -5.369 -0.026 -0.088 0.032 0.002 0.238
H 0.516 -2.841 0.030 -0.043 -0.121 -0.011 0.498
H -2.978 2.774 -0.096 0.069 0.102 -0.003 0.374
H -5.424 2.682 -0.084 -0.078 0.111 -0.003 0.412
H -7.148 -0.391 0.028 0.034 0.042 -0.001 0.352
```
Positions in Å, forces in eV/Å.

The multiplicity is 1. The SMILES is COc1cc(-c2cc(C(=O)O)c3c(OC)c(OC)c(OC)cc3n2)ccc1O.

no.,energy (hartree)
1,-8593.75164
2,-1354.94785